(1)
# C4H12N2O

A 2-piece molecular cluster, C4H12N2O overall in a non-equilibrium geometry (ωB97M-V with the def2-TZVPD basis set, the Open Molecules 2025 dataset).

Last column: natural (NBO) charge in e.
Positions of all 19 atoms, in Å:
C  -1.56846  -0.11673  1.55229  -0.62
C  -1.05355  -0.56312  0.16229  -0.41
C  -0.95963  0.64650  -0.81360  -0.23
N  0.42238  0.59996  -1.32245  -0.45
C  0.57381  -0.04513  -2.40676  0.27
N  1.62263  -0.79702  -2.96132  -0.84
H  -2.38513  0.61447  1.64212  0.21
H  -0.78684  0.40265  2.11819  0.21
H  -1.82333  -1.01358  2.10685  0.21
H  -1.70225  -1.27516  -0.34559  0.21
H  -0.04668  -0.91957  0.38786  0.22
H  -1.62720  0.69634  -1.67991  0.18
H  -1.04480  1.54747  -0.20551  0.19
H  -0.36752  -0.40110  -2.84642  0.10
H  1.45679  -1.76198  -2.72104  0.38
H  2.53023  -0.47693  -2.64970  0.37
O  1.94571  0.88307  3.55316  -0.94
H  2.81965  1.15876  3.82959  0.47
H  1.99418  0.82110  2.59992  0.47

Energy = -9368.9856 eV
SMILES = CCC/N=C/N.O
Relative energy (zero: lowest compared OMol25 entry of this formula, charge and spin) = 213.1 kJ/mol

=====

(2)
# C4H12N2O

One molecule with the formula C4H12N2O in a non-equilibrium geometry (ωB97M-V with the def2-TZVPD basis set, the Open Molecules 2025 dataset).

Last column: natural (NBO) charge in e.
Positions of all 19 atoms, in Å:
C  2.02946  -0.34846  -0.14320  -0.61
C  0.68754  0.31887  0.12972  -0.26
C  0.48931  0.53585  1.57679  -0.60
C  -0.49066  -0.38247  -0.58357  0.24
O  -0.54579  -0.22023  -2.02974  -0.75
N  -1.86211  0.31726  -0.01169  -0.48
N  -2.98240  0.00899  -0.68378  -0.66
H  2.64962  0.10054  -0.93222  0.21
H  1.75276  -1.32766  -0.57928  0.21
H  2.62991  -0.52077  0.69797  0.21
H  0.80791  1.36970  -0.25597  0.19
H  0.44544  -0.39080  2.13494  0.20
H  -0.53724  1.03219  1.67682  0.23
H  1.22349  1.15584  2.00847  0.21
H  -0.44922  -1.35960  -0.23575  0.17
H  0.05350  0.52214  -2.37999  0.49
H  -1.71430  1.32800  -0.10915  0.33
H  -2.73556  -0.30007  -1.57311  0.34
H  -3.61576  -0.66262  -0.19395  0.34

Energy = -9368.1278 eV
SMILES = CC(C)[C@H](O)NN
Relative energy (zero: lowest compared OMol25 entry of this formula, charge and spin) = 295.8 kJ/mol

=====

(3)
# C4H12N2O

A 2-piece molecular cluster, C4H12N2O overall in a non-equilibrium geometry (ωB97M-V with the def2-TZVPD basis set, the Open Molecules 2025 dataset).

Last column: natural (NBO) charge in e.
Positions of all 19 atoms, in Å:
C  1.54581  -2.30224  -0.32860  -0.43
N  0.00651  -2.12306  -0.46325  -0.65
C  -0.50595  -0.94728  0.16345  0.67
C  -1.85017  -0.38653  -0.22234  -0.74
O  0.14604  -0.29510  1.05758  -0.65
H  2.05782  -1.26002  -0.30996  0.23
H  1.95331  -3.06651  0.53589  0.21
H  1.98518  -2.64453  -1.23929  0.20
H  -0.41399  -2.55326  -1.33452  0.41
H  -2.68562  -0.38178  0.46133  0.25
H  -2.30266  -0.81795  -1.14522  0.21
H  -1.70521  0.73515  -0.26049  0.28
C  0.83194  2.51547  -0.36566  -0.45
N  -0.42097  2.94950  0.29588  -0.85
H  1.18150  3.31756  -1.10773  0.21
H  1.66078  2.06366  0.39497  0.18
H  0.55726  1.43223  -0.70625  0.20
H  -0.38201  2.46269  1.33161  0.37
H  -0.30331  4.01194  0.60957  0.34

Energy = -9368.0647 eV
SMILES = CNC(C)=O.CN
Relative energy (zero: lowest compared OMol25 entry of this formula, charge and spin) = 301.9 kJ/mol

=====

(4)
# C4H12N2O

A 2-piece molecular cluster, C4H12N2O overall (ωB97M-V with the def2-TZVPD basis set, the Open Molecules 2025 dataset).

Last column: natural (NBO) charge in e.
Positions of all 19 atoms, in Å:
C  -2.65426  0.62671  0.55240  -0.62
C  -1.69821  -0.25123  0.24397  0.36
N  -1.31123  -0.52236  -1.07538  -0.83
N  -0.98892  -0.99193  1.18659  -0.84
H  -2.87627  0.87474  1.57304  0.20
H  -3.23914  1.10936  -0.20799  0.20
H  -2.01511  -0.25990  -1.75057  0.38
H  -1.01184  -1.47994  -1.20063  0.37
H  -1.09669  -0.63485  2.12478  0.38
H  -0.01149  -1.11603  0.94829  0.40
C  2.14775  -0.58913  -0.98689  -0.26
O  1.86393  -0.25275  0.34935  -0.56
C  1.60602  1.12098  0.51606  -0.26
H  2.32248  -1.66317  -1.00961  0.19
H  3.04466  -0.06746  -1.34188  0.17
H  1.30496  -0.33509  -1.64016  0.18
H  2.46634  1.72382  0.20236  0.17
H  0.72562  1.42813  -0.06031  0.18
H  1.42141  1.28013  1.57660  0.19

Energy = -9369.4200 eV
SMILES = C=C(N)N.COC
Relative energy (zero: lowest compared OMol25 entry of this formula, charge and spin) = 171.1 kJ/mol

=====

(5)
# C4H12N2O

A 2-piece molecular cluster, C4H12N2O overall in a non-equilibrium geometry (ωB97M-V with the def2-TZVPD basis set, the Open Molecules 2025 dataset).

Last column: natural (NBO) charge in e.
Positions of all 19 atoms, in Å:
C  -1.72018  -0.90108  -3.98614  -0.45
N  -1.06514  -0.02106  -2.99173  -0.59
C  0.15264  -0.26888  -2.56057  0.62
C  0.41092  0.20336  -1.20887  -0.73
O  1.02823  -0.79363  -3.15751  -0.62
H  -0.93471  -1.66075  -4.38791  0.25
H  -2.68651  -1.29319  -3.47189  0.21
H  -1.94755  -0.19600  -4.88086  0.21
H  -1.55042  0.38839  -2.33019  0.37
H  -0.35742  0.93959  -0.61213  0.22
H  1.61952  0.66320  -1.18747  0.25
H  0.66168  -0.81952  -0.59172  0.26
C  1.24137  1.02285  4.57775  -0.42
N  0.36235  -0.13510  4.14611  -0.86
H  0.53878  1.63321  5.12470  0.19
H  2.15513  0.91942  5.09057  0.18
H  1.40160  1.64448  3.69344  0.19
H  1.10039  -0.89956  3.97976  0.36
H  -0.41067  -0.42576  4.75466  0.37

Energy = -9367.9040 eV
SMILES = CNC(C)=O.CN
Relative energy (zero: lowest compared OMol25 entry of this formula, charge and spin) = 317.4 kJ/mol

=====

(6)
# C4H12N2O

A 2-piece molecular cluster, C4H12N2O overall in a non-equilibrium geometry (ωB97M-V with the def2-TZVPD basis set, the Open Molecules 2025 dataset).

Last column: natural (NBO) charge in e.
Positions of all 19 atoms, in Å:
C  -0.49771  2.10890  -0.57552  -0.50
C  -1.09006  1.10905  0.05819  0.16
N  -2.24852  1.27537  0.86501  -0.86
C  -0.90158  -0.35187  -0.38615  -0.46
C  -0.21648  -1.19811  0.75096  -0.23
N  1.21258  -0.76395  0.98409  -0.86
H  -0.89150  3.31604  -0.51937  0.19
H  0.53774  1.99478  -0.90453  0.22
H  -2.80738  0.31627  0.86176  0.39
H  -2.57931  2.19305  1.10365  0.40
H  -1.85812  -0.82391  -0.72922  0.22
H  -0.21757  -0.34868  -1.23974  0.23
H  -0.65665  -0.82363  1.66934  0.19
H  -0.14307  -2.27848  0.69186  0.20
H  1.27251  -0.05758  1.86719  0.36
H  1.68156  -1.53209  1.43801  0.36
O  3.01337  -1.51135  -1.68592  -0.97
H  2.62879  -2.41899  -1.77213  0.46
H  2.41264  -1.03370  -1.00808  0.50

Energy = -9368.0317 eV
SMILES = C=C(N)CCN.O
Relative energy (zero: lowest compared OMol25 entry of this formula, charge and spin) = 305.1 kJ/mol

=====

(7)
# C4H12N2O

One molecule with the formula C4H12N2O in a non-equilibrium geometry (ωB97M-V with the def2-TZVPD basis set, the Open Molecules 2025 dataset).

Last column: natural (NBO) charge in e.
Positions of all 19 atoms, in Å:
C  1.86891  0.82804  0.26588  -0.59
C  0.43200  0.59823  -0.32568  -0.22
C  -0.47101  1.79985  -0.20649  -0.61
C  -0.01512  -0.77916  0.14222  0.21
O  0.83297  -1.84197  -0.04108  -0.70
N  -1.34005  -1.04274  -0.35411  -0.51
N  -2.22333  -1.85039  0.48499  -0.70
H  1.89375  0.72777  1.34317  0.21
H  2.15916  1.84114  -0.08470  0.20
H  2.45242  0.16983  -0.30108  0.19
H  0.80029  0.57310  -1.40332  0.18
H  -1.28298  1.62189  0.42136  0.22
H  -0.81818  2.28655  -1.09979  0.22
H  0.18715  2.56602  0.23919  0.20
H  -0.14169  -0.62554  1.19159  0.15
H  1.39769  -1.54832  -0.80252  0.46
H  -1.35755  -1.40454  -1.32998  0.35
H  -1.71918  -2.72584  0.72907  0.36
H  -2.65525  -1.19394  1.13128  0.37

Energy = -9368.2656 eV
SMILES = CC(C)[C@H](O)NN
Relative energy (zero: lowest compared OMol25 entry of this formula, charge and spin) = 282.5 kJ/mol

=====

(8)
# C4H12N2O

One molecule with the formula C4H12N2O in a non-equilibrium geometry (ωB97M-V with the def2-TZVPD basis set, the Open Molecules 2025 dataset).

Last column: natural (NBO) charge in e.
Positions of all 19 atoms, in Å:
C  0.25266  3.18092  -0.00321  -0.41
N  -0.38497  1.91286  0.03303  -0.65
C  0.29081  0.76419  0.53974  -0.20
C  -0.35287  -0.56522  0.11082  -0.08
N  -0.66576  -0.59446  -1.32736  -0.83
C  0.62283  -1.65265  0.53168  -0.08
O  -0.02784  -2.92083  0.27092  -0.73
H  0.06915  3.81778  -0.87105  0.20
H  0.00258  3.79386  0.86979  0.18
H  1.36333  3.15093  -0.01283  0.17
H  -0.88984  1.60433  -0.78626  0.39
H  0.57418  0.70544  1.59834  0.19
H  1.32636  0.70804  0.08922  0.13
H  -1.29710  -0.77953  0.61966  0.20
H  0.22188  -0.46110  -1.80888  0.35
H  -0.99207  -1.54913  -1.46319  0.38
H  1.12104  -1.68213  1.50216  0.18
H  1.46886  -1.55591  -0.15992  0.15
H  0.39660  -3.54506  0.82638  0.47

Energy = -9369.2565 eV
SMILES = CNC[C@@H](N)CO
Relative energy (zero: lowest compared OMol25 entry of this formula, charge and spin) = 186.9 kJ/mol

=====

Looking at LUMO level for the records above, in order, we have 0.9, 0.9, 0.9, 1.0, 0.9, 0.7, 1.0, 0.8 eV.
Looking at orbital gap for the records above, in order, we have 10.4, 9.6, 9.9, 8.7, 10.2, 8.9, 9.9, 9.1 eV.